{
  "formula": "C12H36GaINO11P4",
  "method": "the ωB97M-V functional and the def2-TZVPD basis",
  "species": ["C", "C", "O", "P", "O", "C", "C", "Ga", "I", "P", "N", "O", "C", "C", "H", "H", "H", "H", "H", "H", "H", "H", "H", "H", "H", "H", "H", "H", "H", "H", "H", "H", "C", "O", "P", "O", "O", "C", "O", "C", "H", "H", "H", "H", "H", "H", "H", "H", "H", "C", "O", "P", "O", "O", "C", "O", "C", "H", "H", "H", "H", "H", "H", "H", "H", "H"],
  "coordinates": [[2.01305, 5.68358, -3.84364], [1.19625, 5.93118, -2.59165], [1.91056, 5.70119, -1.36273], [3.17348, 6.59233, -0.96991], [3.27869, 7.84041, -1.74785], [4.56094, 5.48906, -0.99811], [4.41210, 4.22159, -0.13514], [3.29747, 2.78445, -1.00268], [4.54928, 0.47954, -0.88768], [1.20205, 2.62356, 0.10028], [1.08170, 1.70613, 1.41584], [2.95038, 6.79721, 0.59448], [1.74296, 7.44009, 1.03235], [0.98552, 6.54085, 1.99951], [1.49189, 6.13712, -4.69184], [2.99534, 6.15149, -3.78616], [2.12669, 4.61834, -4.03482], [0.36200, 5.22847, -2.54720], [0.79007, 6.94407, -2.57850], [5.41397, 6.09815, -0.67812], [4.69498, 5.24203, -2.05660], [3.95035, 4.48633, 0.82110], [5.40794, 3.84397, 0.09996], [3.05756, 3.05592, -2.55819], [0.80550, 3.95924, 0.33857], [0.23025, 2.27759, -0.88297], [0.73395, 2.24334, 2.20006], [1.12806, 7.69286, 0.16755], [2.04147, 8.37687, 1.50360], [0.63407, 7.09767, 2.86877], [0.13616, 6.05381, 1.51904], [1.65375, 5.75632, 2.35763], [3.33909, -3.46458, -0.55811], [2.67599, -3.87497, 0.65063], [1.10424, -3.92690, 0.75058], [0.38815, -3.76330, -0.51706], [0.71458, -2.91223, 1.89246], [1.11674, -1.52537, 1.75024], [0.88768, -5.31704, 1.48131], [-0.41093, -5.56675, 2.02985], [3.70084, -2.44241, -0.45362], [4.18175, -4.13801, -0.70269], [2.66666, -3.53028, -1.41088], [1.00428, -1.19117, 0.71967], [2.15018, -1.40233, 2.06423], [0.47723, -0.93092, 2.38975], [-1.19202, -5.20923, 1.35827], [-0.50672, -5.07595, 2.99788], [-0.51640, -6.64133, 2.14999], [-4.60461, -3.78696, 0.45308], [-5.72706, -4.69250, 0.45926], [-5.50805, -6.24398, 0.63530], [-4.14399, -6.65096, 0.96287], [-6.10048, -6.90446, -0.68454], [-5.53224, -6.50700, -1.93834], [-6.62636, -6.60303, 1.68830], [-6.97181, -7.98231, 1.86927], [-4.41976, -3.45960, -0.56815], [-4.87094, -2.93212, 1.06856], [-3.71611, -4.27013, 0.85160], [-4.44853, -6.40490, -1.86389], [-5.97355, -5.56421, -2.26076], [-5.76594, -7.28677, -2.65754], [-6.08120, -8.61125, 1.86813], [-7.65125, -8.30092, 1.08016], [-7.46479, -8.05802, 2.83424]],
  "forces_ev_per_angstrom": [[-0.079, 0.022, -0.162], [-0.193, -0.111, 0.059], [-0.233, -0.062, -0.269], [0.106, 0.133, 0.123], [-0.041, -0.043, -0.068], [0.221, -0.113, 0.135], [-0.157, 0.034, 0.109], [0.117, 0.261, -0.388], [-0.058, 0.036, 0.097], [0.076, -0.658, 0.583], [0.198, 0.189, -0.158], [-0.150, -0.023, 0.095], [0.041, 0.127, 0.057], [0.071, -0.128, 0.020], [0.001, -0.057, 0.020], [-0.035, 0.031, 0.050], [0.109, 0.015, 0.065], [-0.004, 0.072, 0.000], [0.120, 0.039, 0.020], [0.022, 0.001, -0.130], [0.136, 0.045, 0.011], [0.116, -0.010, -0.005], [-0.027, -0.114, -0.060], [-0.014, -0.084, 0.079], [-0.054, 0.109, -0.201], [-0.080, 0.191, -0.109], [-0.165, -0.069, 0.062], [-0.016, 0.048, -0.008], [0.017, -0.023, 0.024], [-0.085, 0.022, -0.058], [0.046, 0.006, 0.035], [-0.004, 0.040, 0.014], [0.114, -0.033, -0.098], [0.067, -0.008, -0.063], [0.042, -0.015, 0.043], [-0.064, 0.052, -0.129], [0.078, 0.092, 0.153], [-0.043, 0.078, -0.122], [-0.025, -0.024, 0.092], [-0.090, -0.028, -0.020], [-0.074, -0.030, 0.066], [0.002, -0.001, 0.022], [-0.063, 0.007, 0.039], [-0.036, 0.037, 0.059], [0.056, -0.066, -0.032], [-0.080, 0.020, -0.032], [-0.016, -0.035, -0.012], [0.015, 0.027, -0.004], [0.046, -0.015, -0.024], [0.031, 0.067, 0.043], [0.062, 0.016, -0.011], [-0.102, 0.096, 0.018], [0.230, -0.075, 0.006], [-0.098, 0.081, -0.061], [0.082, -0.073, -0.019], [-0.115, -0.073, -0.036], [0.024, -0.007, 0.070], [-0.007, -0.016, -0.004], [-0.033, -0.008, -0.001], [-0.007, -0.026, -0.011], [0.000, -0.013, 0.022], [0.002, 0.012, 0.021], [-0.024, -0.004, -0.002], [0.017, 0.015, 0.002], [0.011, 0.009, -0.023], [-0.008, 0.013, 0.005]],
  "mulliken_charge": [-1.020, -0.384, -0.032, 0.558, -0.853, -0.563, -0.819, 0.315, -0.417, 0.228, -0.562, -0.346, -0.190, -1.078, 0.381, 0.239, 0.302, 0.330, 0.323, 0.376, 0.277, 0.267, 0.543, -0.289, -0.121, -0.006, 0.147, 0.185, 0.455, 0.349, 0.286, 0.242, -0.489, -0.343, 1.085, -0.708, -0.299, -0.675, -0.372, -0.593, 0.049, 0.232, 0.338, 0.306, 0.279, 0.268, 0.253, 0.288, 0.243, -0.422, -0.334, 1.053, -0.608, -0.316, -0.648, -0.346, -0.649, 0.264, 0.254, 0.134, 0.317, 0.251, 0.249, 0.319, 0.264, 0.232],
  "e_tot_ha": -4949.47778,
  "lumo_energy_ev": 2.108,
  "charge": -1,
  "orbital_gap_ha": 0.2463
}



{
  "formula": "C4H8F2N2",
  "method": "the ωB97M-V functional and the def2-TZVPD basis",
  "species": ["F", "C", "C", "N", "N", "C", "C", "F", "H", "H", "H", "H", "H", "H", "H", "H"],
  "coordinates": [[0.91594, -2.87904, 0.71913], [0.00852, -2.39334, -0.18526], [-0.30263, -0.93545, 0.06313], [0.28279, -0.31580, 0.99094], [-0.03522, 0.98501, 1.28157], [-0.71404, 1.87662, 0.35959], [-0.01200, 2.24373, -0.92972], [-0.12288, 1.24666, -1.89744], [0.40895, -2.51016, -1.20814], [-0.88615, -2.99591, -0.08817], [-1.02058, -0.51252, -0.61341], [0.70820, 1.42011, 1.79023], [-0.88711, 2.82075, 0.92663], [-1.70447, 1.45957, 0.12908], [-0.43756, 3.16882, -1.35895], [1.06913, 2.40696, -0.72644]],
  "forces_ev_per_angstrom": [[0.305, -0.114, 0.056], [0.157, 0.556, -0.203], [0.249, -0.753, 0.067], [0.110, 0.375, 0.270], [-0.153, -0.025, -0.303], [-0.546, 0.187, 0.384], [0.701, 0.494, 0.022], [-0.005, 0.106, 0.049], [-0.070, -0.042, 0.329], [-0.377, -0.121, -0.098], [-0.379, 0.299, -0.283], [0.266, -0.039, 0.166], [0.080, -0.592, -0.380], [0.105, 0.170, 0.010], [0.102, -0.394, 0.157], [-0.546, -0.104, -0.244]],
  "mulliken_charge": [-0.281, -0.254, -0.048, -0.447, -0.121, -0.770, -0.149, -0.282, 0.215, 0.224, 0.377, 0.271, 0.382, 0.355, 0.294, 0.236],
  "e_tot_ha": -466.39144,
  "lumo_energy_ev": 0.946,
  "smiles": "FC/C=N/NCCF",
  "de_lowest_ev": 1.166,
  "orbital_gap_ha": 0.3550
}



{
  "formula": "C22H31FN4O2",
  "method": "the ωB97M-V functional and the def2-TZVPD basis",
  "species": ["O", "C", "C", "C", "C", "C", "N", "C", "C", "O", "N", "C", "C", "C", "C", "N", "C", "C", "N", "C", "C", "C", "C", "C", "C", "F", "C", "C", "C", "H", "H", "H", "H", "H", "H", "H", "H", "H", "H", "H", "H", "H", "H", "H", "H", "H", "H", "H", "H", "H", "H", "H", "H", "H", "H", "H", "H", "H", "H", "H"],
  "coordinates": [[0.46890, 2.11874, 4.28917], [1.31160, 1.64360, 3.54665], [2.66143, 1.20697, 4.08183], [3.42945, 0.27811, 3.15410], [3.43516, 0.88945, 1.76137], [2.00265, 0.93526, 1.25596], [1.10715, 1.56084, 2.21032], [-0.21109, 1.88198, 1.71683], [-1.02467, 0.61824, 1.45557], [-0.57443, -0.49232, 1.67919], [-2.25563, 0.80264, 0.93082], [-2.82745, 2.09602, 0.61707], [-4.16081, 1.93135, -0.10816], [-4.02788, 1.01021, -1.32158], [-3.36623, -0.33751, -0.96012], [-2.25533, -0.63688, -1.85512], [-1.09760, 0.23851, -1.78558], [-0.19967, -0.03532, -2.99599], [0.30261, -1.39408, -2.92093], [1.40330, -1.65450, -2.11651], [1.47025, -2.72948, -1.22042], [2.59828, -2.98983, -0.46644], [3.72173, -2.19026, -0.56849], [3.70430, -1.13383, -1.46221], [2.57696, -0.89057, -2.21609], [2.65498, 0.14293, -3.10074], [-0.82534, -2.30065, -2.92517], [-1.80808, -2.01832, -1.78014], [-3.02316, -0.36097, 0.54348], [3.23645, 2.12145, 4.25833], [2.48637, 0.74668, 5.05563], [4.44668, 0.13878, 3.52474], [2.94281, -0.69823, 3.11674], [3.85248, 1.89792, 1.80288], [4.03272, 0.29530, 1.06968], [1.94710, 1.50672, 0.32103], [1.65730, -0.08588, 1.05102], [-0.12172, 2.47006, 0.79660], [-0.70728, 2.48073, 2.48701], [-2.97187, 2.67302, 1.53878], [-2.14208, 2.66265, -0.02587], [-4.50466, 2.91540, -0.43040], [-4.90778, 1.53358, 0.57965], [-5.01793, 0.83322, -1.74184], [-3.43985, 1.50332, -2.09512], [-4.08920, -1.14477, -1.12746], [-1.41668, 1.28000, -1.80064], [-0.49565, 0.05941, -0.88031], [0.61154, 0.68615, -3.02536], [-0.78405, 0.05802, -3.91551], [0.61767, -3.37586, -1.09475], [2.58996, -3.82445, 0.21816], [4.59942, -2.38800, 0.02608], [4.56367, -0.49606, -1.60197], [-0.47801, -3.33322, -2.88958], [-1.34670, -2.14828, -3.87560], [-2.67526, -2.67590, -1.87921], [-1.31218, -2.23163, -0.81920], [-3.94598, -0.41515, 1.12878], [-2.41868, -1.23530, 0.78907]],
  "forces_ev_per_angstrom": [[-0.157, -0.025, 0.296], [0.231, 0.166, 0.273], [-0.007, -0.179, 0.066], [0.137, 0.217, -0.048], [-0.193, -0.137, 0.027], [0.403, -0.236, -0.280], [-0.343, 0.093, -0.424], [0.119, -0.033, 0.275], [0.067, 0.140, 0.081], [0.191, -0.123, 0.147], [-0.231, -0.203, -0.097], [-0.070, 0.505, 0.092], [0.154, -0.008, -0.116], [-0.054, -0.016, 0.157], [-0.109, 0.009, 0.263], [-0.053, -0.083, -0.063], [0.161, 0.101, -0.360], [-0.107, 0.462, 0.349], [0.059, 0.000, -0.446], [0.328, -0.063, 0.070], [-0.100, 0.102, -0.077], [0.140, -0.044, 0.094], [-0.027, -0.048, 0.011], [-0.130, 0.044, -0.062], [0.135, 0.139, 0.066], [-0.121, -0.244, 0.066], [-0.188, -0.231, 0.211], [0.104, -0.133, -0.166], [-0.031, -0.486, -0.245], [-0.044, -0.010, 0.016], [-0.063, 0.114, -0.036], [-0.029, -0.068, 0.020], [0.021, -0.085, 0.007], [0.068, 0.046, -0.021], [-0.013, 0.049, -0.035], [-0.011, -0.057, 0.050], [0.041, 0.125, -0.069], [-0.052, -0.029, 0.044], [-0.005, -0.004, -0.212], [0.028, 0.042, -0.129], [-0.060, 0.022, 0.033], [-0.026, 0.000, 0.093], [-0.044, 0.061, 0.036], [0.027, 0.010, -0.092], [-0.012, 0.013, -0.053], [0.047, 0.078, 0.057], [-0.001, 0.062, 0.050], [-0.007, 0.048, -0.047], [-0.003, -0.076, -0.029], [0.009, 0.053, 0.043], [-0.123, 0.000, -0.003], [-0.013, -0.077, 0.056], [0.095, -0.022, 0.054], [0.066, 0.086, -0.042], [-0.020, 0.014, -0.033], [-0.002, -0.074, 0.064], [0.017, -0.022, 0.032], [-0.062, -0.028, -0.012], [0.027, -0.058, -0.007], [-0.165, 0.100, 0.005]],
  "mulliken_charge": [-0.700, 0.828, -0.654, -0.667, -0.729, -0.086, 0.283, -1.514, 0.721, -0.669, 0.313, -0.611, -0.931, -0.838, -0.160, 0.112, 0.357, -1.955, 0.069, 0.394, -0.398, -1.039, -0.398, -0.520, 0.953, -0.406, -1.491, -0.291, -1.417, 0.232, 0.327, 0.323, 0.319, 0.386, 0.222, 0.151, 0.187, 0.314, 0.544, 0.414, 0.387, 0.483, 0.358, 0.274, 0.419, 0.584, 0.516, -0.149, 0.552, 0.442, 0.255, 0.395, 0.420, 0.444, 0.590, 0.448, 0.473, 0.247, 0.379, 0.505],
  "e_tot_ha": -1326.32370,
  "lumo_energy_ev": 0.676,
  "smiles": "O=C1CCCCN1CC(=O)N1CCC[C@@H](N2CCN(c3ccccc3F)CC2)C1",
  "de_lowest_ev": 0.000,
  "orbital_gap_ha": 0.3109
}